Version A
Molecular formula: C22H30N4O2
Method: DFT, wB97M-V/def2-TZVPD

Computed properties:
HOMO ... -0.2960 hartree
Spin multiplicity ... 1
Total charge ... 0
SMILES ... CC(C)Oc1ccc(CN2CCC(n3nccc3NC(=O)C3CC3)CC2)cc1
Molecular weight ... 382.51 g/mol

Each line ends with the Löwdin charge.
Geometry (Å):
C  -7.6707  -0.3913  0.6438  -0.04
C  -6.8446  -1.2202  -0.3407  -0.44
C  -7.7410  -1.9049  -1.3682  -0.04
O  -5.9550  -0.3956  -1.0792  -0.03
C  -4.8155  0.0788  -0.5063  -0.26
C  -4.3419  -0.2415  0.7628  -0.02
C  -3.1539  0.3034  1.2156  -0.03
C  -2.4096  1.1710  0.4301  -0.24
C  -1.1229  1.7469  0.9575  -0.16
N  -0.2711  0.6894  1.4810  -0.17
C  0.1919  -0.2388  0.4712  -0.17
C  1.3014  0.3263  -0.4272  -0.11
C  2.4700  0.8041  0.4393  -0.27
N  3.4783  1.4247  -0.3928  -0.05
N  3.2776  2.6615  -0.8434  0.08
C  4.2828  2.9424  -1.6473  -0.15
C  5.1657  1.8640  -1.7361  -0.02
C  4.6127  0.9021  -0.9088  -0.24
N  5.0914  -0.3941  -0.6926  0.17
C  5.2949  -1.0043  0.5130  -0.44
O  4.9209  -0.5355  1.5682  0.08
C  5.9795  -2.3276  0.4467  -0.19
C  7.1013  -2.6137  -0.5186  -0.10
C  5.7805  -3.2781  -0.7062  -0.10
C  1.9678  1.8004  1.4828  -0.12
C  0.8342  1.1571  2.2910  -0.18
C  -2.8824  1.4817  -0.8385  -0.04
C  -4.0671  0.9483  -1.3010  0.00
H  -8.2644  0.3377  0.0975  0.09
H  -7.0249  0.1429  1.3365  0.07
H  -8.3360  -1.0384  1.2092  0.08
H  -6.2744  -1.9886  0.2020  0.14
H  -8.2897  -1.1559  -1.9327  0.08
H  -8.4453  -2.5645  -0.8694  0.08
H  -7.1375  -2.4856  -2.0608  0.08
H  -4.8840  -0.9138  1.4096  0.10
H  -2.7863  0.0458  2.1971  0.12
H  -0.6409  2.3471  0.1703  0.12
H  -1.3504  2.4180  1.7928  0.13
H  0.5735  -1.1234  0.9924  0.13
H  -0.6636  -0.5420  -0.1364  0.12
H  1.6355  -0.4436  -1.1262  0.12
H  0.9243  1.1704  -1.0073  0.11
H  2.9264  -0.0458  0.9514  0.13
H  4.3419  3.8976  -2.1296  0.10
H  6.0701  1.7912  -2.3052  0.09
H  5.5812  -0.7741  -1.4894  0.13
H  6.0628  -2.7611  1.4355  0.14
H  7.4078  -1.8389  -1.2064  0.10
H  7.9276  -3.2042  -0.1535  0.10
H  5.1463  -2.9693  -1.5241  0.10
H  5.6949  -4.3283  -0.4734  0.10
H  1.6185  2.7005  0.9768  0.10
H  2.7867  2.0749  2.1481  0.12
H  1.2316  0.2898  2.8290  0.12
H  0.4510  1.8665  3.0280  0.12
H  -2.3193  2.1517  -1.4730  0.11
H  -4.4386  1.1870  -2.2853  0.12



Version B
Molecular formula: C22H30N4O2
Method: DFT, wB97M-V/def2-TZVPD

Computed properties:
HOMO ... -0.2718 hartree
Spin multiplicity ... 1
Total charge ... 0
SMILES ... COc1ccccc1N1CCN(CCNC(=O)Nc2cccc(C)c2C)CC1
Molecular weight ... 382.51 g/mol

Each line ends with the Löwdin charge.
Geometry (Å):
C  -0.4586  0.4771  2.4337  -0.07
O  0.5187  -0.3932  1.9250  -0.13
C  0.8919  -1.4889  2.6738  -0.19
C  0.2997  -1.7975  3.8889  -0.03
C  0.6569  -2.9319  4.5992  -0.10
C  1.6305  -3.7701  4.0944  -0.10
C  2.2428  -3.4614  2.8961  -0.03
C  1.8997  -2.3312  2.1490  -0.15
N  2.6039  -2.0979  0.9755  -0.09
C  2.7347  -3.1441  -0.0132  -0.14
C  1.7289  -2.9374  -1.1551  -0.17
N  1.9758  -1.6496  -1.7687  -0.18
C  1.3458  -1.4444  -3.0538  -0.17
C  -0.1974  -1.4130  -3.0997  -0.15
N  -0.7562  -0.1513  -2.6825  0.07
C  -1.4535  0.6452  -3.5304  -0.56
O  -1.7095  0.3562  -4.6820  0.05
N  -1.9279  1.8163  -2.9757  0.12
C  -1.5506  2.4295  -1.7724  -0.21
C  -0.2044  2.5053  -1.4231  -0.04
C  0.1735  3.1202  -0.2464  -0.09
C  -0.7873  3.6891  0.5704  -0.07
C  -2.1330  3.6448  0.2276  -0.24
C  -3.1462  4.2908  1.1249  -0.05
C  -2.5278  2.9948  -0.9434  -0.17
C  -3.9750  2.9036  -1.3290  -0.03
C  1.7818  -0.5903  -0.7997  -0.17
C  2.7528  -0.7988  0.3677  -0.13
H  -0.1494  0.9213  3.3855  0.10
H  -1.4223  -0.0270  2.5653  0.10
H  -0.5657  1.2664  1.6888  0.07
H  -0.4704  -1.1586  4.2914  0.10
H  0.1717  -3.1487  5.5384  0.10
H  1.9269  -4.6553  4.6365  0.10
H  3.0294  -4.1014  2.5263  0.11
H  2.5671  -4.1193  0.4413  0.11
H  3.7484  -3.1084  -0.4281  0.13
H  1.8599  -3.7189  -1.9069  0.12
H  0.7092  -3.0177  -0.7359  0.13
H  1.7243  -0.5029  -3.4620  0.12
H  1.6847  -2.2543  -3.7058  0.12
H  -0.5256  -1.5589  -4.1316  0.12
H  -0.6047  -2.2221  -2.4842  0.12
H  -0.6633  0.1252  -1.7190  0.11
H  -2.5828  2.3089  -3.5647  0.15
H  0.5380  2.1037  -2.0955  0.11
H  1.2173  3.1714  0.0244  0.11
H  -0.4889  4.1846  1.4828  0.11
H  -3.8008  3.5422  1.5718  0.08
H  -2.6524  4.8320  1.9277  0.08
H  -3.7665  4.9891  0.5659  0.09
H  -4.2789  3.7901  -1.8874  0.09
H  -4.6078  2.8303  -0.4489  0.07
H  -4.1516  2.0294  -1.9515  0.08
H  1.9907  0.3682  -1.2775  0.12
H  0.7588  -0.5771  -0.3905  0.11
H  2.6179  -0.0204  1.1149  0.12
H  3.7769  -0.7434  -0.0228  0.13



Energies relative to the minimum, eV: version A 1.046; version B 0.000



Version A
Molecular formula: C22H30N4O2
Method: DFT, wB97M-V/def2-TZVPD

Computed properties:
HOMO ... -0.2902 hartree
Spin multiplicity ... 1
Total charge ... 0
SMILES ... CC[C@H]1CCCCN1CCCNC(=O)Cn1nc(-c2ccccc2)ccc1=O
Molecular weight ... 382.51 g/mol

Each line ends with the Löwdin charge.
Geometry (Å):
C  6.2794  1.5441  0.5310  -0.10
C  5.5942  0.4504  1.3409  -0.22
C  4.9467  -0.6064  0.4410  -0.35
C  4.2675  -1.7167  1.2590  -0.15
C  3.8076  -2.8347  0.3247  -0.20
C  2.9273  -2.2711  -0.7885  -0.17
C  3.6411  -1.1001  -1.4755  -0.18
N  4.0491  -0.0426  -0.5645  -0.14
C  2.9370  0.7418  -0.0487  -0.18
C  2.3319  1.6407  -1.1411  -0.15
C  0.9509  1.1686  -1.6041  -0.17
N  -0.0284  1.2960  -0.5480  0.08
C  -0.5333  0.2475  0.1116  -0.48
O  -0.2656  -0.9150  -0.1088  0.05
C  -1.5264  0.6520  1.2230  -0.02
N  -2.7559  1.1897  0.6783  -0.04
N  -3.7516  0.3358  0.6019  0.17
C  -4.9119  0.7046  0.1324  -0.21
C  -5.9531  -0.3253  0.0695  -0.17
C  -5.5805  -1.6669  -0.0186  -0.03
C  -6.5414  -2.6566  -0.0812  -0.07
C  -7.8866  -2.3240  -0.0539  -0.09
C  -8.2650  -0.9955  0.0431  -0.08
C  -7.3073  0.0001  0.1041  -0.04
C  -5.1194  2.0476  -0.2978  0.02
C  -4.0945  2.9286  -0.2130  0.05
C  -2.8063  2.5192  0.2855  -0.42
O  -1.8099  3.2299  0.3714  0.02
H  7.0729  1.1186  -0.0785  0.07
H  6.7131  2.2934  1.1898  0.07
H  5.5659  2.0251  -0.1314  0.06
H  6.3337  -0.0555  1.9663  0.11
H  4.8553  0.8885  2.0145  0.10
H  5.7599  -1.0683  -0.1368  0.15
H  3.4110  -1.3034  1.7955  0.12
H  4.9679  -2.1110  1.9982  0.11
H  3.2623  -3.5963  0.8867  0.11
H  4.6880  -3.3105  -0.1175  0.11
H  1.9729  -1.9388  -0.3772  0.09
H  2.7139  -3.0458  -1.5273  0.11
H  3.0044  -0.6715  -2.2503  0.11
H  4.5500  -1.4703  -1.9632  0.12
H  3.3236  1.3744  0.7487  0.11
H  2.1408  0.1197  0.3829  0.11
H  2.2311  2.6611  -0.7660  0.11
H  3.0111  1.6667  -1.9933  0.11
H  0.9741  0.1154  -1.8903  0.11
H  0.6215  1.7662  -2.4601  0.12
H  -0.3173  2.2300  -0.2686  0.11
H  -1.7819  -0.2401  1.7953  0.13
H  -1.0666  1.4128  1.8592  0.14
H  -4.5306  -1.9127  -0.0422  0.11
H  -6.2423  -3.6916  -0.1532  0.10
H  -8.6382  -3.0977  -0.1048  0.10
H  -9.3122  -0.7327  0.0744  0.10
H  -7.6190  1.0293  0.2031  0.10
H  -6.0745  2.3459  -0.7011  0.11
H  -4.1864  3.9571  -0.5264  0.12



Version B
Molecular formula: C22H30N4O2
Method: DFT, wB97M-V/def2-TZVPD

Computed properties:
HOMO ... -0.2913 hartree
Spin multiplicity ... 1
Total charge ... 0
SMILES ... CCCCN(CC)CCNC(=O)c1cc2c(=O)n(C)c3ccccc3c2n1C
Molecular weight ... 382.51 g/mol

Each line ends with the Löwdin charge.
Geometry (Å):
C  -2.3673  -1.9930  -3.0605  -0.11
C  -3.2944  -1.7216  -1.8827  -0.26
C  -2.5119  -1.3652  -0.6215  -0.21
C  -3.4391  -1.0197  0.5423  -0.21
N  -4.3373  0.0856  0.2643  -0.19
C  -5.4077  0.1824  1.2429  -0.26
C  -6.5537  -0.7679  0.9017  -0.08
C  -3.7187  1.3465  -0.0708  -0.17
C  -2.8504  2.0248  1.0182  -0.14
N  -1.5048  1.5071  1.0758  0.07
C  -0.5117  2.0199  0.3125  -0.42
O  -0.6657  3.0362  -0.3515  0.05
C  0.7392  1.2407  0.3786  -0.11
C  0.8735  -0.0824  0.7479  0.06
C  2.2328  -0.4036  0.6229  -0.07
C  2.8803  -1.6649  0.8730  -0.38
O  2.3105  -2.6739  1.2544  0.06
N  4.2497  -1.6517  0.6368  -0.01
C  4.9392  -2.9058  0.8625  -0.03
C  4.9576  -0.5391  0.2240  -0.13
C  6.3417  -0.6297  0.0344  -0.02
C  7.0859  0.4591  -0.3637  -0.08
C  6.4698  1.6818  -0.5818  -0.09
C  5.1093  1.7984  -0.4074  -0.03
C  4.3229  0.7100  -0.0142  -0.06
C  2.9027  0.7423  0.1835  -0.09
N  1.9792  1.7281  0.0261  -0.01
C  2.2128  3.0754  -0.4240  0.00
H  -2.9396  -2.2576  -3.9465  0.07
H  -1.6890  -2.8124  -2.8316  0.07
H  -1.7709  -1.1118  -3.2881  0.07
H  -3.9704  -0.9001  -2.1233  0.10
H  -3.9057  -2.6052  -1.6876  0.11
H  -1.8943  -2.2163  -0.3237  0.12
H  -1.8369  -0.5345  -0.8354  0.09
H  -4.0660  -1.8924  0.7412  0.11
H  -2.8404  -0.8425  1.4568  0.11
H  -5.7936  1.2042  1.2316  0.11
H  -5.0497  -0.0283  2.2649  0.12
H  -6.8922  -0.5819  -0.1136  0.07
H  -7.3830  -0.6100  1.5866  0.07
H  -6.2422  -1.8061  0.9743  0.06
H  -4.5233  2.0359  -0.3384  0.12
H  -3.0989  1.2114  -0.9589  0.12
H  -3.3160  1.9142  2.0000  0.12
H  -2.7644  3.0868  0.7763  0.12
H  -1.3445  0.6431  1.5658  0.11
H  0.1129  -0.7775  1.0415  0.11
H  5.4120  -3.2619  -0.0537  0.10
H  4.1815  -3.6240  1.1761  0.09
H  5.6846  -2.8062  1.6528  0.10
H  6.8519  -1.5628  0.2009  0.10
H  8.1516  0.3547  -0.5006  0.11
H  7.0503  2.5391  -0.8861  0.10
H  4.6534  2.7570  -0.5754  0.08
H  2.6996  3.0683  -1.4003  0.10
H  2.8283  3.6216  0.2941  0.10
H  1.2506  3.5754  -0.5238  0.08



Energies relative to the minimum, eV: version A 1.068; version B 0.000



Version A
Molecular formula: C3H10N3
Method: DFT, wB97M-V/def2-TZVPD

Computed properties:
HOMO ... -0.5199 hartree
Spin multiplicity ... 1
Total charge ... +1
SMILES ... C[NH+](C)/N=C/N
Molecular weight ... 88.13 g/mol

Each line ends with the Löwdin charge.
Geometry (Å):
C  1.4950  0.3828  0.9500  -0.04
N  0.4235  0.5466  -0.0187  -0.30
C  0.9630  0.4868  -1.3937  -0.01
N  -0.3579  -0.5424  0.1856  0.00
C  -1.6410  -0.4238  0.2727  -0.20
N  -2.3888  -1.5116  0.1986  0.16
H  1.7694  -0.7017  0.8570  0.13
H  2.3202  1.1783  0.7866  0.13
H  1.3238  0.6393  1.9994  0.10
H  -0.2166  1.5720  0.1866  0.29
H  0.4353  1.2592  -2.0350  0.12
H  1.9479  1.0843  -1.3589  0.12
H  1.1494  -0.5776  -1.6826  0.13
H  -2.0620  0.5280  0.1581  0.13
H  -3.2821  -1.4981  0.5117  0.07
H  -1.8791  -2.4220  0.3826  0.17



Version B
Molecular formula: C3H10N3
Method: DFT, wB97M-V/def2-TZVPD

Computed properties:
HOMO ... -0.4506 hartree
Spin multiplicity ... 1
Total charge ... +1
SMILES ... N[C@@H]1C([NH3+])[C@H]1N
Molecular weight ... 88.13 g/mol

Each line ends with the Löwdin charge.
Geometry (Å):
N  -1.5043  1.0448  0.2756  0.03
C  -0.3811  0.7717  -0.5129  -0.23
C  0.0530  -0.5825  -0.4296  -0.22
N  -1.0744  -1.4522  0.1620  0.20
C  1.0837  0.2423  0.4480  -0.18
N  2.4224  0.2736  0.1113  0.05
H  -2.2732  1.2583  -0.2955  0.09
H  -1.3406  1.8383  0.9135  0.13
H  0.0697  1.4456  -1.2496  0.15
H  0.5969  -0.9839  -1.2604  0.14
H  -0.7985  -2.1195  0.9195  0.19
H  -1.6136  -1.8229  -0.6523  0.18
H  -1.8141  -0.7884  0.5803  0.16
H  0.8101  0.2608  1.4522  0.10
H  3.1199  1.0781  0.0648  0.15
H  2.6441  -0.4640  -0.5268  0.08



Version C
Molecular formula: C3H10N3
Method: DFT, wB97M-V/def2-TZVPD

Computed properties:
HOMO (alpha / beta) ... -0.4071 / -0.4071 hartree
Spin multiplicity ... 1
Total charge ... +1
Molecular weight ... 88.13 g/mol

Each line ends with the Löwdin charge.
Geometry (Å):
C  -1.3000  1.1117  -0.2386  -0.10
C  2.0863  0.0331  -0.7100  0.02
C  -2.2060  0.0221  -0.2491  -0.21
N  0.1377  0.9333  0.2188  -0.01
N  2.4359  -0.6863  0.3018  0.08
N  -2.2016  -1.1934  0.3124  0.08
H  -1.4489  2.1208  -0.4736  0.07
H  2.2684  1.1542  -0.8257  0.14
H  -3.0639  0.2064  -0.9327  0.12
H  0.5830  1.8066  0.4751  0.09
H  0.3023  0.2599  0.9309  0.05
H  2.9406  -0.2470  1.1537  0.19
H  2.4756  -1.7262  0.3051  0.16
H  -1.6141  -1.3376  1.0903  0.08
H  1.4242  -0.5108  -1.4136  0.13
H  -2.8195  -1.9467  0.0550  0.11



Energies relative to the minimum, eV: version A 0.195; version B 0.071; version C 0.000



Version A
Molecular formula: C3H10N3
Method: DFT, wB97M-V/def2-TZVPD

Computed properties:
HOMO ... -0.5090 hartree
Spin multiplicity ... 1
Total charge ... +1
Molecular weight ... 88.13 g/mol

Each line ends with the Löwdin charge.
Geometry (Å):
C  -2.7731  -0.9522  -1.0418  -0.03
C  -2.0001  -0.0111  -1.5212  0.07
C  -0.4241  0.3772  -0.0572  -0.17
N  -0.6033  1.2374  0.9603  0.16
N  0.7598  -0.0830  -0.4149  0.12
N  2.8911  -0.2924  1.0559  0.10
H  -3.5179  -1.2743  -1.7711  0.08
H  -2.7408  -1.4570  -0.0828  0.07
H  -2.2994  0.7035  -2.2383  0.06
H  -1.4537  1.7181  1.2228  0.13
H  0.1214  1.7817  1.2713  0.08
H  1.6935  -0.0307  0.1596  0.03
H  1.0104  -0.5036  -1.3300  0.14
H  3.6920  -0.2489  0.5669  0.02
H  2.7331  -1.2365  1.3684  0.09
H  2.9110  0.2720  1.8522  0.06



Version B
Molecular formula: C3H10N3
Method: DFT, wB97M-V/def2-TZVPD

Computed properties:
HOMO ... -0.5367 hartree
Spin multiplicity ... 1
Total charge ... +1
Molecular weight ... 88.13 g/mol

Each line ends with the Löwdin charge.
Geometry (Å):
C  2.4916  -0.1421  -0.0507  -0.29
C  -1.2862  0.9120  -0.6957  -0.09
C  -1.8453  -0.8921  0.6866  -0.05
N  3.4478  0.5187  0.5061  0.16
N  -0.9318  -0.4208  -0.3407  -0.19
N  1.5602  -0.7026  -0.4541  0.16
H  -2.4415  1.0359  -0.6245  0.12
H  -0.8876  1.6300  0.0534  0.11
H  -1.0231  1.3251  -1.7584  0.14
H  -1.7909  -0.0938  1.5271  0.14
H  -2.8068  -0.7515  0.1314  0.11
H  -1.5411  -1.9033  0.9252  0.10
H  3.6435  1.5136  0.4840  0.14
H  4.2183  -0.1607  0.6664  0.15
H  -0.9431  -1.2818  -1.0275  0.22
H  0.1361  -0.5865  -0.0285  0.07



Energies relative to the minimum, eV: version A 1.509; version B 0.000